{
  "formula": "C34H55ClMgN3OP2",
  "method": "ωB97M-V with the def2-TZVPD basis set",
  "species": ["C", "C", "C", "C", "C", "H", "H", "H", "N", "P", "P", "C", "H", "H", "C", "H", "C", "C", "C", "C", "C", "H", "H", "H", "C", "H", "H", "H", "C", "H", "H", "H", "C", "H", "H", "H", "C", "H", "H", "H", "C", "H", "H", "H", "C", "H", "H", "H", "C", "H", "H", "H", "C", "H", "H", "H", "C", "H", "H", "H", "C", "H", "H", "H", "C", "H", "H", "H", "Mg", "C", "O", "N", "C", "C", "C", "C", "C", "H", "H", "H", "H", "H", "H", "H", "H", "H", "Cl", "C", "C", "C", "C", "N", "C", "H", "H", "H", "H"],
  "coordinates": [[0.820, 0.131, -3.010], [-0.216, 1.899, -1.879], [0.898, 0.860, -4.199], [0.039, 2.739, -3.004], [0.581, 2.221, -4.162], [1.221, 0.346, -5.103], [-0.252, 3.783, -2.915], [0.743, 2.838, -5.044], [0.408, 0.665, -1.852], [1.702, -2.021, -1.459], [-1.854, 1.891, 0.643], [1.152, -1.365, -3.087], [0.253, -1.906, -3.423], [1.913, -1.530, -3.862], [-1.133, 2.363, -0.890], [-1.395, 3.416, -1.079], [-3.657, 2.494, 0.204], [-1.130, 2.975, 2.086], [1.066, -3.822, -1.291], [3.564, -1.813, -1.712], [-4.559, 1.474, 0.896], [-4.493, 1.528, 1.992], [-5.607, 1.656, 0.610], [-4.275, 0.464, 0.574], [-4.017, 3.913, 0.636], [-3.951, 4.071, 1.717], [-3.419, 4.666, 0.109], [-5.068, 4.078, 0.351], [-3.869, 2.403, -1.313], [-4.941, 2.503, -1.541], [-3.353, 3.193, -1.868], [-3.524, 1.435, -1.690], [-2.041, 2.799, 3.313], [-2.072, 1.750, 3.642], [-1.634, 3.398, 4.142], [-3.074, 3.129, 3.143], [0.271, 2.451, 2.432], [0.267, 1.384, 2.679], [0.990, 2.624, 1.624], [0.635, 2.999, 3.317], [-0.990, 4.436, 1.663], [-1.944, 4.911, 1.422], [-0.553, 4.994, 2.506], [-0.320, 4.540, 0.801], [4.240, -2.159, -0.375], [5.328, -2.047, -0.502], [3.915, -1.476, 0.421], [4.038, -3.191, -0.058], [3.846, -0.332, -2.038], [3.473, -0.046, -3.029], [3.418, 0.340, -1.284], [4.936, -0.186, -2.044], [4.125, -2.676, -2.851], [5.138, -2.312, -3.083], [4.218, -3.730, -2.571], [3.535, -2.609, -3.774], [-0.114, -4.071, -2.240], [0.200, -4.125, -3.292], [-0.576, -5.039, -1.984], [-0.890, -3.300, -2.138], [0.576, -3.968, 0.167], [-0.239, -3.267, 0.400], [0.192, -4.989, 0.314], [1.389, -3.799, 0.886], [2.150, -4.869, -1.561], [2.497, -4.841, -2.602], [3.005, -4.774, -0.879], [1.707, -5.864, -1.392], [0.306, -0.353, 0.064], [2.360, 0.463, 0.798], [3.257, 0.960, 1.325], [-1.597, -0.668, -0.511], [-2.675, -0.565, -0.978], [-3.926, -1.363, -1.452], [-4.919, -0.492, -2.205], [-3.439, -2.466, -2.382], [-4.572, -1.970, -0.209], [-5.371, 0.263, -1.553], [-4.439, -0.004, -3.061], [-5.743, -1.105, -2.595], [-2.876, -3.219, -1.822], [-4.274, -2.978, -2.883], [-2.782, -2.049, -3.154], [-5.364, -2.685, -0.468], [-3.816, -2.487, 0.396], [-5.022, -1.199, 0.421], [2.339, -2.804, 4.840], [0.970, -2.102, 4.089], [-0.290, -2.166, 4.685], [-1.367, -1.613, 3.993], [-1.154, -1.046, 2.733], [0.065, -1.000, 2.157], [1.135, -1.470, 2.848], [-0.399, -2.637, 5.657], [-2.376, -1.614, 4.399], [-1.988, -0.625, 2.162], [2.126, -1.368, 2.412]],
  "total_charge": 1,
  "e_tot_ev": -79208.5063,
  "spin_multiplicity": 1,
  "fmax_ha_per_bohr": 0.086
}

---

{
  "formula": "C34H55F6N7O3P2SbW",
  "method": "ωB97M-V with the def2-TZVPD basis set",
  "species": ["W", "C", "N", "C", "P", "O", "O", "P", "O", "N", "C", "C", "N", "C", "C", "N", "C", "C", "H", "H", "H", "H", "H", "H", "H", "H", "H", "H", "H", "H", "H", "H", "H", "H", "H", "H", "H", "H", "H", "H", "H", "H", "C", "C", "C", "C", "C", "C", "C", "N", "C", "N", "C", "C", "C", "C", "C", "C", "C", "N", "C", "C", "C", "C", "C", "C", "C", "H", "H", "H", "H", "H", "H", "H", "H", "H", "H", "H", "H", "H", "H", "H", "H", "H", "H", "H", "H", "H", "H", "C", "C", "C", "C", "H", "H", "H", "H", "H", "H", "H", "H", "H", "F", "Sb", "F", "F", "F", "F", "F"],
  "coordinates": [[11.025, 14.666, 12.250], [8.503, 18.752, 17.624], [8.353, 19.159, 16.249], [7.155, 19.920, 15.925], [9.579, 19.070, 15.143], [10.765, 18.278, 15.564], [8.871, 18.414, 13.779], [9.016, 17.278, 12.664], [10.345, 16.491, 12.750], [9.189, 18.040, 11.232], [10.409, 18.344, 10.511], [8.070, 18.814, 10.684], [7.519, 16.618, 12.802], [7.027, 15.823, 11.707], [6.726, 16.455, 14.077], [9.908, 20.629, 14.723], [10.093, 21.568, 15.871], [10.011, 21.302, 13.392], [7.539, 18.378, 18.023], [8.670, 19.630, 18.272], [9.369, 18.057, 17.815], [6.262, 19.354, 16.275], [7.101, 19.956, 14.880], [7.138, 20.917, 16.440], [11.225, 17.657, 10.737], [10.701, 19.394, 10.749], [10.139, 18.284, 9.445], [7.133, 18.602, 11.165], [7.965, 18.512, 9.636], [8.280, 19.922, 10.645], [7.834, 15.631, 11.041], [6.132, 16.235, 11.188], [6.719, 14.829, 11.990], [5.723, 17.005, 13.907], [7.053, 16.803, 15.086], [6.502, 15.354, 14.145], [9.138, 22.065, 16.107], [10.950, 22.224, 15.646], [10.391, 21.033, 16.801], [8.981, 21.426, 13.019], [10.619, 20.717, 12.668], [10.431, 22.337, 13.579], [5.610, 12.258, 9.515], [6.273, 10.926, 9.905], [5.510, 9.743, 10.025], [6.068, 8.465, 10.093], [7.460, 8.314, 10.205], [8.267, 9.454, 10.237], [7.716, 10.745, 10.035], [8.632, 11.830, 9.812], [9.122, 12.573, 10.898], [8.889, 12.065, 12.132], [8.933, 12.694, 13.379], [9.427, 13.996, 13.513], [9.345, 14.584, 14.771], [8.765, 13.866, 15.810], [8.378, 12.554, 15.668], [8.703, 11.869, 14.504], [8.837, 10.368, 14.477], [9.953, 13.602, 10.697], [10.300, 13.955, 9.348], [9.449, 14.900, 8.731], [9.974, 15.542, 7.540], [11.242, 15.232, 7.051], [11.999, 14.237, 7.651], [11.565, 13.543, 8.806], [12.424, 12.411, 9.259], [6.411, 13.035, 9.540], [4.859, 12.587, 10.302], [5.252, 12.252, 8.491], [4.387, 9.828, 9.989], [5.375, 7.605, 9.986], [7.977, 7.374, 10.120], [9.389, 9.302, 10.210], [9.028, 12.068, 8.881], [8.537, 11.131, 12.133], [9.643, 15.636, 15.041], [8.722, 14.413, 16.758], [7.859, 12.107, 16.499], [8.857, 9.999, 15.528], [9.735, 10.012, 13.937], [7.967, 9.864, 13.943], [8.470, 14.967, 9.089], [9.301, 16.121, 6.899], [11.671, 15.726, 6.197], [12.955, 13.952, 7.237], [13.499, 12.682, 9.104], [12.199, 11.542, 8.689], [12.250, 12.145, 10.327], [14.288, 13.647, 14.406], [14.149, 14.750, 13.401], [15.168, 15.884, 13.447], [12.775, 15.365, 13.597], [15.291, 13.208, 14.460], [13.563, 12.828, 14.248], [14.074, 14.040, 15.405], [14.136, 14.268, 12.411], [15.063, 16.511, 14.316], [15.095, 16.552, 12.500], [16.215, 15.534, 13.417], [12.720, 16.461, 13.449], [12.351, 15.142, 14.637], [11.971, 12.967, 12.393], [15.985, 16.062, 8.625], [11.983, 15.555, 10.855], [17.372, 15.472, 7.464], [14.551, 15.883, 7.292], [17.220, 15.966, 10.198], [15.447, 14.199, 9.118]],
  "total_charge": 2,
  "e_tot_ev": -95958.4354,
  "spin_multiplicity": 4,
  "fmax_ha_per_bohr": 0.089,
  "de_lowest_kcal_mol": 45.1
}

---

{
  "formula": "C34H56BN3O4P2ReSSbSe4",
  "method": "ωB97M-V with the def2-TZVPD basis set",
  "species": ["Re", "C", "C", "C", "C", "P", "C", "N", "B", "N", "C", "P", "C", "C", "C", "C", "C", "C", "C", "C", "C", "C", "C", "C", "C", "C", "C", "C", "C", "C", "H", "H", "H", "H", "H", "H", "H", "H", "H", "H", "H", "H", "H", "H", "H", "H", "H", "H", "H", "H", "H", "H", "H", "H", "H", "H", "H", "H", "H", "H", "H", "H", "H", "H", "H", "H", "H", "H", "H", "H", "H", "H", "H", "H", "Se", "Sb", "Se", "Se", "Se", "C", "C", "C", "C", "C", "C", "C", "S", "O", "O", "N", "C", "C", "C", "O", "O", "H", "H", "H", "H", "H", "H", "H", "H", "H", "H", "H", "H"],
  "coordinates": [[-0.401, 1.038, 0.403], [-2.309, 4.270, -1.621], [-2.618, 2.787, -1.859], [-3.482, 2.668, -3.119], [-3.422, 2.248, -0.668], [-1.010, 1.776, -1.966], [-1.528, 0.275, -2.917], [-2.115, -0.546, -1.903], [-1.786, -0.394, -0.527], [-2.590, -1.360, 0.144], [-2.514, -1.571, 1.560], [-0.808, -0.989, 1.993], [0.246, -2.523, 1.636], [0.083, -2.874, 0.153], [1.708, -2.155, 1.878], [-0.139, -3.732, 2.487], [-0.989, -0.683, 3.851], [-1.581, 0.723, 4.012], [0.346, -0.768, 4.598], [-1.963, -1.702, 4.458], [-3.339, -2.075, -0.781], [-4.249, -3.109, -0.618], [-4.850, -3.627, -1.754], [-4.551, -3.130, -3.021], [-3.645, -2.094, -3.194], [-3.037, -1.570, -2.064], [0.277, 2.538, -3.122], [0.959, 3.755, -2.493], [1.344, 1.460, -3.339], [-0.356, 2.907, -4.466], [-3.235, 4.788, -1.367], [-1.900, 4.744, -2.512], [-1.618, 4.422, -0.790], [-4.314, 3.370, -3.029], [-3.914, 1.673, -3.223], [-2.939, 2.922, -4.026], [-4.291, 2.888, -0.500], [-2.831, 2.247, 0.260], [-3.779, 1.235, -0.848], [-0.656, -0.209, -3.364], [-2.234, 0.520, -3.708], [-2.656, -2.618, 1.830], [-3.263, -0.978, 2.092], [0.265, -1.992, -0.462], [-0.903, -3.275, -0.079], [0.820, -3.634, -0.113], [1.941, -1.257, 1.311], [2.358, -2.962, 1.532], [1.916, -1.992, 2.935], [-1.183, -4.013, 2.351], [0.057, -3.569, 3.546], [0.467, -4.586, 2.176], [-0.813, 1.483, 3.890], [-1.992, 0.829, 5.018], [-2.386, 0.914, 3.296], [1.120, -0.186, 4.104], [0.682, -1.799, 4.707], [0.213, -0.360, 5.603], [-2.996, -1.515, 4.166], [-1.913, -1.609, 5.544], [-1.709, -2.730, 4.211], [-4.489, -3.496, 0.364], [-5.571, -4.428, -1.658], [-5.033, -3.564, -3.887], [-3.421, -1.719, -4.185], [1.580, 3.445, -1.650], [0.255, 4.517, -2.166], [1.624, 4.208, -3.230], [1.609, 0.993, -2.397], [2.251, 1.923, -3.730], [1.026, 0.701, -4.053], [-0.980, 3.798, -4.398], [-0.943, 2.086, -4.878], [0.447, 3.124, -5.174], [0.755, 4.441, 5.182], [-0.156, 6.592, 4.827], [-1.468, 3.869, 2.334], [0.136, 3.537, 0.714], [-1.574, 6.169, 2.637], [4.677, -4.808, -2.188], [4.358, -3.426, -1.701], [3.227, -2.754, -2.165], [2.917, -1.485, -1.710], [3.751, -0.878, -0.784], [4.874, -1.526, -0.292], [5.165, -2.799, -0.752], [3.405, 0.787, -0.322], [1.969, 0.904, -0.041], [3.917, 1.692, -1.299], [4.288, 1.060, 1.033], [3.874, 0.823, 2.408], [3.114, 2.004, 3.026], [1.808, 2.188, 2.319], [1.721, 3.327, 1.672], [0.914, 1.347, 2.314], [4.264, -4.976, -3.182], [4.245, -5.557, -1.521], [5.753, -4.974, -2.220], [2.583, -3.230, -2.894], [2.030, -0.973, -2.060], [5.507, -1.048, 0.442], [6.041, -3.314, -0.378], [4.929, 1.831, 0.885], [4.764, 0.637, 3.007], [3.258, -0.073, 2.428], [3.693, 2.922, 2.944], [2.918, 1.812, 4.083]],
  "total_charge": 2,
  "e_tot_ev": -348958.9141,
  "spin_multiplicity": 1,
  "fmax_ha_per_bohr": 0.029
}

---

{
  "formula": "C34H56MgN2O2P3",
  "method": "ωB97M-V with the def2-TZVPD basis set",
  "species": ["C", "C", "C", "C", "C", "H", "H", "H", "N", "P", "P", "C", "H", "H", "C", "H", "C", "C", "C", "C", "C", "H", "H", "H", "C", "H", "H", "H", "C", "H", "H", "H", "C", "H", "H", "H", "C", "H", "H", "H", "C", "H", "H", "H", "C", "H", "H", "H", "C", "H", "H", "H", "C", "H", "H", "H", "C", "H", "H", "H", "C", "H", "H", "H", "C", "H", "H", "H", "Mg", "C", "O", "N", "C", "C", "C", "C", "C", "H", "C", "H", "C", "H", "H", "H", "C", "P", "C", "C", "O", "H", "H", "H", "H", "H", "H", "H", "H", "H"],
  "coordinates": [[-1.606, -1.382, -2.262], [0.674, -1.529, -2.100], [-1.647, -2.325, -3.282], [0.722, -2.540, -3.059], [-0.472, -2.976, -3.619], [-2.561, -2.458, -3.854], [1.684, -3.014, -3.262], [-0.501, -3.730, -4.390], [-0.506, -1.191, -1.509], [-3.035, -0.156, -0.164], [2.987, -0.124, -0.699], [-2.823, -0.546, -1.967], [-2.750, 0.412, -2.497], [-3.705, -1.042, -2.379], [1.830, -0.543, -2.076], [2.447, -0.658, -2.954], [4.523, 0.722, -1.611], [3.375, -1.212, 0.824], [-3.718, 1.597, -0.209], [-4.318, -1.546, 0.215], [4.407, 2.190, -1.209], [4.449, 2.352, -0.125], [5.235, 2.732, -1.681], [3.474, 2.623, -1.579], [5.887, 0.176, -1.163], [6.091, 0.281, -0.091], [6.010, -0.880, -1.423], [6.682, 0.722, -1.694], [4.472, 0.601, -3.148], [5.228, 1.286, -3.551], [4.707, -0.407, -3.510], [3.525, 0.909, -3.611], [4.160, -0.362, 1.822], [3.597, 0.528, 2.119], [4.341, -0.960, 2.722], [5.123, -0.004, 1.451], [2.035, -1.616, 1.454], [1.480, -0.740, 1.817], [1.391, -2.170, 0.761], [2.236, -2.256, 2.320], [4.159, -2.454, 0.399], [5.144, -2.218, -0.011], [4.293, -3.118, 1.261], [3.619, -3.015, -0.369], [-4.786, -1.350, 1.663], [-5.415, -2.208, 1.941], [-3.958, -1.311, 2.382], [-5.408, -0.453, 1.779], [-3.548, -2.873, 0.078], [-3.248, -3.070, -0.958], [-2.650, -2.895, 0.708], [-4.209, -3.692, 0.390], [-5.537, -1.600, -0.716], [-6.237, -2.331, -0.285], [-6.074, -0.650, -0.790], [-5.284, -1.953, -1.722], [-2.681, 2.516, -0.912], [-2.697, 2.373, -2.004], [-2.958, 3.564, -0.707], [-1.645, 2.377, -0.548], [-3.904, 2.072, 1.246], [-2.960, 2.051, 1.809], [-4.262, 3.112, 1.232], [-4.652, 1.485, 1.795], [-5.063, 1.692, -0.946], [-5.013, 1.274, -1.963], [-5.884, 1.221, -0.385], [-5.314, 2.761, -1.044], [-0.298, 0.208, 0.281], [-1.287, -1.590, 2.040], [-1.369, -2.044, 3.093], [1.544, 1.055, -0.513], [1.346, 0.816, -1.861], [1.077, 1.676, -3.037], [1.089, 3.084, -2.986], [1.005, 1.040, -4.299], [0.866, 3.799, -4.163], [1.210, 3.530, -1.998], [0.773, 1.741, -5.467], [1.043, -0.041, -4.364], [0.690, 3.130, -5.382], [0.859, 4.890, -4.123], [0.657, 1.203, -6.407], [0.569, 3.717, -6.286], [1.083, 0.704, 4.509], [-0.032, 1.678, 3.500], [-1.574, 1.843, 4.384], [0.699, 3.297, 3.249], [-0.278, 1.003, 2.148], [0.745, -0.340, 4.544], [1.095, 1.127, 5.526], [2.100, 0.725, 4.093], [-1.377, 2.089, 5.435], [-2.180, 2.634, 3.928], [-2.135, 0.903, 4.323], [1.655, 3.189, 2.720], [0.025, 3.908, 2.636], [0.858, 3.772, 4.229]],
  "total_charge": 1,
  "e_tot_ev": -76548.0193,
  "spin_multiplicity": 1,
  "fmax_ha_per_bohr": 0.082,
  "de_lowest_kcal_mol": 40.9
}